1.
67
Properties=species:S:1:pos:R:3:forces:R:3 method="wB97M-V/def2-TZVPD" charge=-1 e_tot_ha=-2352.98637
Cl 11.526 10.194 13.356 -1.2 -0.3 -0.5
O 10.248 9.844 13.914 -0.5 0.0 0.2
O 12.519 9.966 14.379 0.4 0.5 -0.7
O 11.736 9.352 12.181 0.6 0.5 0.5
O 11.439 11.584 12.910 0.9 -0.6 0.6
C 6.388 10.234 7.449 -0.5 0.6 0.4
C 6.792 11.280 8.523 0.6 -0.8 0.8
O 8.198 11.108 8.879 -1.1 0.5 -0.8
O 6.801 10.456 6.108 0.7 0.2 0.5
H 5.286 10.287 7.312 0.6 -0.7 0.8
H 6.838 9.273 7.844 -1.0 0.7 -0.4
H 6.234 11.013 9.435 -0.1 -0.3 -0.3
H 6.537 12.343 8.401 0.2 -0.3 -0.8
H 8.609 11.995 8.876 0.1 0.0 0.0
H 7.758 10.466 6.167 0.3 0.1 -0.4
C 6.931 11.932 13.113 -1.3 -1.1 1.1
C 6.883 12.691 11.833 1.9 0.9 0.6
O 8.254 13.226 11.880 -0.4 0.5 -2.0
O 7.602 10.675 13.057 0.2 0.1 -0.4
H 5.908 11.710 13.495 0.6 0.0 -0.2
H 7.447 12.556 13.832 -0.1 0.3 0.3
H 6.174 13.546 11.909 0.2 -0.7 -0.3
H 6.724 12.002 10.999 0.0 0.5 0.0
H 8.546 13.595 11.004 -0.5 -0.5 1.0
H 8.563 10.786 12.905 -0.6 0.1 0.2
C 13.069 14.593 14.034 -2.1 -2.1 -0.1
C 13.914 13.850 15.021 -1.2 -0.6 1.3
O 14.651 12.719 14.647 -0.8 -1.9 -1.4
O 13.789 15.061 12.959 0.8 0.8 -0.7
H 12.373 15.326 14.469 0.8 0.2 0.1
H 12.362 13.821 13.664 -0.1 0.2 0.1
H 13.252 13.564 15.828 -0.3 0.1 0.5
H 14.677 14.436 15.394 1.4 1.9 1.0
H 14.075 11.905 14.616 0.6 1.2 -0.1
H 14.389 14.322 12.845 0.6 0.0 -0.7
C 7.135 8.325 15.582 -0.1 -2.2 -1.2
O 7.075 7.530 16.504 0.1 -0.9 0.8
N 7.385 7.928 14.282 -0.6 1.9 1.3
N 6.879 9.619 15.827 0.4 2.1 1.1
H 7.608 6.970 14.150 0.3 -0.6 -0.3
H 7.310 8.641 13.566 0.3 -0.4 -0.1
H 7.046 9.791 16.832 -0.4 -0.1 -0.9
H 7.426 10.237 15.254 0.0 0.4 -0.4
C 10.426 6.054 15.456 -3.0 0.6 1.0
O 11.380 5.330 15.323 0.2 -1.1 0.2
N 9.007 5.667 15.547 3.8 -1.4 -1.8
N 10.524 7.392 15.590 -0.3 0.2 0.5
H 8.973 4.659 15.444 -0.3 0.2 0.2
H 8.496 6.071 16.283 -0.8 0.7 1.0
H 11.345 7.840 15.311 1.9 0.2 -0.2
H 9.792 7.961 15.256 -1.4 0.3 -0.2
C 10.596 12.927 9.991 1.0 -1.7 0.7
O 9.773 13.415 9.240 -1.2 1.6 -0.9
N 11.378 13.622 10.882 -0.3 -0.9 -0.3
N 10.774 11.576 9.965 0.8 -0.1 0.7
H 11.564 14.587 10.705 0.0 0.2 0.2
H 11.884 13.088 11.590 -0.2 0.6 -0.5
H 11.324 11.185 10.726 -0.3 -0.3 -0.5
H 10.145 10.980 9.426 0.3 0.5 0.6
C 10.364 5.887 12.309 0.5 -0.8 0.3
O 9.891 4.777 12.465 -0.5 -0.5 0.1
N 11.569 6.255 12.812 -0.5 0.0 -1.6
N 9.730 6.858 11.626 -1.0 2.5 -1.9
H 11.968 7.083 12.487 0.5 1.5 -0.3
H 11.872 5.895 13.662 0.6 -1.1 1.4
H 10.104 7.808 11.515 0.2 -0.8 0.6
H 9.049 6.679 10.891 0.3 -0.6 0.7



2.
56
Properties=species:S:1:pos:R:3:forces:R:3 method="wB97M-V/def2-TZVPD" de_lowest_ev=0.000 charge=+1
O 2.494 -3.895 0.533 0.2 -0.4 0.2
P 2.949 -3.378 2.024 0.3 0.8 0.2
I 0.994 -3.998 3.311 -0.2 -0.1 -0.2
C 4.177 -4.751 2.534 -0.4 -0.8 -0.3
C 3.778 -6.174 2.037 -1.0 0.6 -0.4
N 3.512 -6.990 3.222 0.4 0.1 0.1
C 3.689 -6.413 4.372 -0.1 -0.5 -0.3
S 4.252 -4.841 4.362 0.4 0.2 0.0
H 3.218 -4.251 0.001 -0.1 0.2 -0.2
H 5.152 -4.458 2.134 0.0 0.0 0.2
H 2.819 -6.078 1.509 0.1 -0.1 0.1
H 4.454 -6.636 1.316 0.3 -0.1 0.5
H 3.190 -7.945 3.135 0.0 0.0 0.1
H 3.470 -6.959 5.285 0.1 0.2 0.0
C 0.014 -1.567 -1.686 0.0 0.1 -0.1
O 0.197 -1.579 -0.271 0.1 0.0 0.2
H -0.344 -0.576 -1.954 0.0 0.0 0.0
H 0.959 -1.753 -2.202 0.0 0.0 0.0
H -0.725 -2.305 -2.004 0.0 0.0 0.0
H 0.503 -2.448 0.001 0.0 -0.1 -0.1
C -0.780 1.421 0.869 0.2 -0.2 0.2
O -1.059 0.251 1.636 0.1 0.2 0.1
H -1.222 2.272 1.380 -0.1 0.0 0.0
H 0.298 1.566 0.773 0.0 0.1 0.0
H -1.213 1.336 -0.127 0.0 0.0 0.0
H -0.663 -0.478 1.142 0.0 0.0 0.0
C -2.928 -2.033 1.314 0.0 0.1 0.2
O -2.877 -1.676 2.686 -0.1 -0.2 0.0
H -3.290 -3.058 1.245 0.0 0.0 0.0
H -3.608 -1.378 0.762 0.0 -0.1 -0.1
H -1.936 -1.967 0.864 -0.1 -0.2 -0.2
H -2.547 -0.769 2.723 0.1 0.0 -0.1
C -0.479 2.323 -3.191 -0.2 0.1 0.0
O -1.581 1.529 -2.706 0.1 0.0 0.0
H 0.385 2.108 -2.570 0.0 0.0 0.0
H -0.248 2.080 -4.230 0.0 -0.1 0.0
H -0.729 3.381 -3.110 0.2 0.0 0.0
H -2.343 1.723 -3.259 0.0 -0.1 -0.1
C -2.509 6.191 -2.756 0.1 0.0 0.1
O -1.330 5.454 -2.449 -0.1 0.2 0.0
H -2.679 6.093 -3.825 0.0 0.0 0.0
H -3.377 5.800 -2.220 0.0 0.1 0.0
H -2.394 7.250 -2.515 0.0 0.0 0.0
H -1.177 5.536 -1.503 0.0 -0.1 0.0
C -4.164 3.460 -1.028 0.1 -0.1 0.0
O -2.847 3.144 -0.605 -0.3 0.2 0.0
H -4.573 4.180 -0.322 0.0 0.0 0.0
H -4.176 3.906 -2.028 0.0 0.0 0.0
H -4.809 2.575 -1.032 0.0 0.0 0.0
H -2.482 2.510 -1.238 0.2 0.0 0.0
C 2.816 3.751 -0.374 -0.1 0.0 0.0
O 1.633 3.078 -0.789 0.2 0.1 0.0
H 3.659 3.172 -0.741 0.0 0.0 0.0
H 2.873 4.758 -0.795 0.0 0.0 0.0
H 2.880 3.818 0.715 0.0 0.0 0.0
H 0.877 3.586 -0.481 -0.1 0.0 0.0